No. 1
Entry from the Open Molecules 2025 dataset: a structure of composition C24H26N5OS4W in a non-equilibrium geometry (ωB97M-V/def2-TZVPD).

XYZ file:
```
61
Properties=species:S:1:pos:R:3:mulliken_spin:R:1
H -0.32 0.48 -5.56 -0.001
H -0.64 -2.21 -2.26 0.005
C -0.50 3.80 -2.90 0.022
H 1.87 0.81 3.72 -0.002
H -2.17 -1.59 3.56 -0.001
H 0.84 -3.19 2.69 -0.003
C 2.59 -2.30 1.76 0.009
C 1.56 1.44 -0.34 -0.069
H 2.47 -0.80 4.15 0.000
C -2.38 -0.57 3.24 0.013
H 0.06 3.01 -4.87 -0.001
C -2.56 -2.83 0.57 -0.002
S -0.81 0.22 2.79 0.038
C -0.44 4.10 0.61 0.001
N -0.79 -0.24 -1.81 -0.044
C 2.32 1.17 -1.57 -0.005
H -3.59 0.57 1.86 -0.002
C 2.53 -0.22 -1.73 0.015
C -0.88 2.07 -1.24 0.013
H 0.13 2.43 1.84 -0.007
H -2.79 -0.03 4.11 0.004
H -4.26 -1.03 2.22 0.002
S 0.21 -2.81 0.44 -0.017
H 3.47 -1.72 -2.66 0.000
S -2.64 -1.01 0.47 0.053
C 1.40 -3.25 1.75 0.016
C 2.03 2.02 -2.58 -0.016
C 1.71 -0.25 3.58 0.005
C -0.89 3.49 -1.65 0.001
N 1.50 2.68 -3.42 0.007
C -0.50 0.28 -4.52 0.018
H 0.07 -1.69 3.97 -0.003
H 1.76 -4.27 1.58 0.001
C 0.07 2.72 -3.83 -0.002
C 0.12 2.72 0.79 0.002
C -0.70 -1.02 -4.04 -0.006
H 3.19 -2.41 0.86 0.001
H -1.29 -4.43 1.30 -0.002
H -1.41 5.45 -0.67 0.000
W 0.28 -0.26 0.16 1.922
C -0.73 -1.23 -2.69 0.017
C -0.98 4.48 -0.53 0.003
H -3.47 -3.22 1.05 0.003
H 4.10 -0.12 -3.00 0.000
H 0.06 -0.23 4.98 0.003
N 3.44 -0.72 -2.51 0.016
C 0.28 -0.62 3.99 0.007
C -3.34 -0.48 2.06 -0.005
O 1.78 -1.02 -1.03 0.004
H -0.42 4.74 1.47 0.001
S 2.16 -0.52 1.83 -0.032
H -0.38 4.82 -3.24 0.000
N -0.62 1.68 -0.03 -0.009
C -0.52 1.34 -3.59 0.003
H -0.72 -1.86 -4.72 0.000
C -1.32 -3.34 1.30 0.003
H 3.24 -2.51 2.61 -0.003
N 1.42 2.61 0.09 0.033
H -1.26 -2.99 2.33 0.003
C -0.81 1.04 -2.27 -0.008
H -2.55 -3.17 -0.46 -0.001
```

Output
* 2S+1: 3
* orbital gap (spin up / spin down): 6.142 / 6.964 eV
* HOMO (spin up / spin down): -0.595 / -0.630 Eh
* net charge: +3
* <S²>: 2.02
* LUMO (spin up / spin down): -10.06 / -10.18 eV


No. 2
Entry from the Open Molecules 2025 dataset: a cluster of 2 separate species, C24H26NO in total in a non-equilibrium geometry (ωB97M-V/def2-TZVPD).

XYZ file:
```
52
Properties=species:S:1:pos:R:3:mulliken_charge:R:1
H -2.58 1.93 3.69 0.427
H -1.39 -0.52 0.91 0.617
C -2.41 1.07 3.04 -1.131
C -1.15 0.29 6.37 -0.560
H 4.29 -2.72 2.48 0.375
H -0.74 3.12 3.12 0.392
H -4.11 0.69 6.36 0.289
C -6.00 0.06 2.88 -0.738
C 3.64 0.50 1.69 0.599
C -1.04 -0.37 7.75 -0.736
H 2.90 -1.36 0.91 0.284
H -6.96 0.47 3.20 0.413
C 3.57 -0.89 1.63 -0.321
C -1.18 1.15 2.30 0.829
C -3.58 0.29 2.69 0.994
C 1.42 1.31 1.24 -0.010
C 5.19 -0.99 3.43 -0.506
H -2.30 0.29 4.65 0.215
H -3.34 -2.01 7.50 0.354
C -4.85 0.82 3.04 -0.189
C -3.52 -1.02 2.15 -0.231
C 0.92 2.39 1.98 -0.596
H -2.27 -0.98 9.40 0.323
N -2.31 -0.07 5.61 0.025
H -2.55 -1.48 1.94 0.498
H -0.71 -1.41 7.61 0.342
C -4.69 -1.75 1.95 -0.921
H -1.10 1.39 6.50 0.325
C 0.60 0.24 0.88 -0.519
O 2.78 1.30 0.92 -0.412
C 4.35 -1.63 2.52 -0.519
H -4.62 -2.74 1.50 0.405
C -0.34 2.28 2.53 -0.558
H 4.59 2.25 2.51 0.431
H 5.78 -1.58 4.13 0.379
H -2.62 0.64 8.82 0.314
C -0.72 0.22 1.33 -0.410
H 1.56 3.26 2.16 0.463
H 0.99 -0.56 0.24 0.602
C -2.37 -0.37 8.50 -0.686
C 4.53 1.16 2.55 -0.373
H -0.27 0.15 8.32 0.325
C -3.58 -0.27 6.25 -0.412
H -4.46 -0.80 8.14 0.342
C -3.50 -0.93 7.63 -0.740
C 5.27 0.40 3.45 -0.397
H -4.20 -0.89 5.58 0.199
H 5.93 0.91 4.16 0.366
H -4.90 1.84 3.42 0.399
H -0.28 0.01 5.75 0.349
H -6.83 -1.82 2.20 0.415
C -5.93 -1.22 2.32 -0.327
```

Output
* orbital gap: 4.973 eV
* HOMO: -0.401 Eh
* net charge: +1
* LUMO: -5.94 eV


No. 3
Entry from the Open Molecules 2025 dataset: a cluster of 2 separate species, C24H26NO2 in total in a non-equilibrium geometry (ωB97M-V/def2-TZVPD).

XYZ file:
```
53
Properties=species:S:1:pos:R:3:mulliken_charge:R:1
C -0.11 1.73 -1.91 0.079
C -2.63 0.31 1.51 -1.057
H 1.79 -0.77 0.84 0.166
H 5.28 -1.32 1.58 0.376
H -2.29 1.28 1.82 0.610
H -6.36 -0.23 2.70 0.350
H -1.94 -2.10 -0.77 0.655
C 3.88 -1.41 -2.34 -1.125
N 2.23 -1.28 0.08 -0.357
C 4.20 -1.49 1.53 -0.729
H -1.06 -0.66 -4.76 0.460
H 1.08 5.07 1.19 0.447
H 4.03 -2.57 1.67 0.331
C 0.01 2.15 -3.23 -0.599
C -6.08 -1.22 3.07 -0.818
H -0.24 1.24 2.52 0.765
H -4.03 -2.99 0.14 0.467
H 5.47 -1.70 -0.89 0.346
H 0.35 3.15 -3.45 0.494
C 0.74 4.08 0.95 -0.682
H 3.85 -0.01 0.00 0.262
H 2.02 -2.26 0.23 0.256
C 0.14 2.42 -0.66 0.008
C -3.78 -0.19 2.03 -0.871
C -0.97 -0.42 -2.65 -0.166
C -0.81 0.00 -3.95 -1.078
C -3.62 -2.07 0.52 -1.056
H -4.30 0.36 2.79 0.440
C 0.44 3.20 1.98 -0.945
C -0.84 0.36 -0.17 -0.365
C -4.32 -1.40 1.55 1.041
H 4.36 -1.96 -3.16 0.394
H 2.80 -1.58 -2.42 0.231
C -2.46 -1.56 0.00 -0.266
H 3.88 -1.03 3.44 0.315
C -1.93 -0.34 0.47 0.723
C -0.04 1.94 1.72 -0.321
C 4.38 -1.85 -0.98 -0.634
C -0.23 1.54 0.39 0.618
H -1.33 -1.41 -2.45 0.222
H 4.05 -0.35 -2.51 0.283
O 3.54 -0.77 2.55 -0.513
H -6.98 -1.73 3.41 0.250
C 3.67 -1.09 0.15 0.087
H 0.57 3.51 3.01 0.450
H -5.38 -1.13 3.91 0.351
C -0.34 1.28 -4.24 -0.694
C 0.61 3.70 -0.37 -0.316
H -0.25 1.59 -5.27 0.442
O -5.48 -1.96 2.03 -0.419
H 4.23 -2.92 -0.83 0.353
C -0.64 0.45 -1.61 1.239
H 0.81 4.39 -1.17 0.500
```

Output
* orbital gap: 5.930 eV
* HOMO: -0.424 Eh
* net charge: +1
* LUMO: -5.62 eV


For reference, M by record: 712.61; 344.48; 360.48 g/mol.
For reference, ΔE to the lowest compared entry with this formula, charge and spin by record: 12.80; 52.07; 5.31 kcal/mol.